ORCA calculation (ωB97M-V/def2-TZVPD) on a molecular structure, C29H24IMnN2O4STe.

CARTESIAN COORDINATES (ANGSTROEM)
Mn1 0.29 0.88 0.73
C1 1.25 3.31 -2.96
C2 2.31 2.40 -2.42
N1 3.56 2.63 -2.70
C3 4.51 1.82 -2.17
C4 4.23 0.74 -1.38
C5 5.35 -0.10 -0.84
O1 5.50 -0.02 0.57
C6 2.87 0.45 -1.07
C7 2.55 -0.76 -0.35
N2 1.39 -1.11 0.09
C8 1.24 -2.40 0.65
C9 2.18 -3.42 0.51
C10 1.99 -4.68 1.06
C11 0.83 -4.95 1.77
C12 -0.14 -3.97 1.89
C13 0.05 -2.71 1.33
I1 -1.51 -1.35 1.53
C14 1.87 1.33 -1.56
O2 0.62 1.22 -1.27
H1 1.70 4.05 -3.62
H2 0.73 3.81 -2.14
H3 0.49 2.74 -3.49
H4 5.53 2.07 -2.41
H5 6.29 0.24 -1.29
H6 5.23 -1.15 -1.13
H7 4.71 0.37 0.97
H8 3.41 -1.41 -0.20
H9 3.09 -3.26 -0.06
H10 2.75 -5.44 0.93
H11 0.67 -5.93 2.20
H12 -1.05 -4.18 2.42
O3 2.51 1.44 4.17
C15 1.52 1.53 3.45
O4 1.40 0.89 2.34
C16 0.37 2.43 3.91
C17 0.45 2.79 5.26
C18 -0.49 3.59 5.88
C19 -1.56 4.06 5.13
C20 -1.66 3.73 3.79
C21 -0.71 2.92 3.15
S1 -1.05 2.70 1.42
H13 1.30 2.42 5.80
H14 -0.39 3.84 6.93
H15 -2.32 4.69 5.58
H16 -2.48 4.11 3.20
C22 -5.72 0.34 0.70
Te1 -3.94 1.29 1.48
C23 -3.38 1.48 -0.57
C24 -4.58 1.11 -1.40
C25 -4.56 1.30 -2.78
C26 -5.66 0.97 -3.55
C27 -6.79 0.44 -2.95
C28 -6.81 0.24 -1.58
C29 -5.71 0.57 -0.79
H17 -6.61 0.77 1.15
H18 -5.70 -0.72 0.92
H19 -2.53 0.83 -0.77
H20 -3.06 2.51 -0.74
H21 -3.68 1.72 -3.24
H22 -5.64 1.13 -4.62
H23 -7.66 0.18 -3.55
H24 -7.69 -0.18 -1.10

* expectation value of S²: 8.757
* LUMO energy (alpha / beta): 1.8976 / 1.8804 eV
* total charge: -1
* strongest force on any atom: 0.007 Eh/bohr
* HOMO (alpha / beta): -0.175 / -0.180 Eh
* molecular weight: 806.0 g/mol
* spin multiplicity: 6